(1)
The following is a quantum chemistry calculation of a molecular structure, C27H38IrNPS2Sb, from the Open Molecules 2025 dataset.

Cartesian coordinates (Å):
C1 1.410 -0.779 0.325
C2 -0.725 2.108 -2.365
C3 0.593 1.569 -2.882
H1 -2.647 -4.244 -1.625
H2 4.348 -4.213 -0.428
H3 -2.660 2.628 2.509
H4 0.251 5.584 2.027
C4 -1.305 -1.374 3.411
C5 -1.662 -4.049 -2.047
C6 -3.390 3.665 0.052
C7 -0.690 -5.054 0.408
C8 -3.024 1.883 1.804
H5 2.468 -0.589 -1.592
C9 -2.791 2.312 0.369
C10 -1.013 -1.218 4.748
H6 -2.528 0.934 2.016
C11 -0.065 4.564 1.808
C12 2.226 -4.058 -0.590
C13 1.263 -0.809 4.131
C14 2.523 -0.610 -0.515
H7 -1.716 -5.092 0.773
H8 -3.274 3.910 -1.001
H9 4.761 -3.383 -2.713
C15 3.518 -3.952 -1.067
Sb1 -0.615 2.196 -0.123
H10 -1.782 -1.333 5.494
H11 -1.520 1.382 -2.550
H12 0.776 0.576 -2.474
H13 1.589 4.332 -1.219
H14 -4.092 1.753 1.975
H15 -0.021 -4.981 1.263
H16 -1.753 -3.242 -2.772
N1 -0.395 -1.262 2.442
C16 -1.084 3.439 -2.987
C17 1.387 -3.251 -2.695
H17 4.684 -0.346 -0.276
H18 0.570 3.888 2.379
C18 1.492 4.490 -0.147
C19 0.906 -0.948 2.776
H19 -0.350 4.207 -2.754
H20 -4.458 3.638 0.264
H21 1.818 5.506 0.075
H22 0.577 1.502 -3.969
H23 -1.298 -4.949 -2.544
H24 0.585 -0.840 6.155
S1 3.519 -0.563 1.878
H25 -0.616 4.936 -0.245
C20 0.066 4.299 0.322
P1 -0.515 -3.596 -0.688
H26 2.864 -2.789 -4.169
H27 2.293 -0.594 4.362
H28 2.056 -4.395 0.421
H29 -3.211 1.565 -0.304
C21 3.709 -0.493 0.150
C22 1.148 -3.718 -1.404
Ir1 -0.589 -1.374 0.202
H30 -1.116 3.329 -4.072
C23 -2.379 -0.802 -0.485
S2 -3.910 -1.111 -0.645
H31 2.163 3.804 0.369
C24 3.750 -3.489 -2.352
C25 1.797 -0.779 1.690
H32 0.562 -2.958 -3.328
H33 -0.471 -5.962 -0.155
H34 -1.091 4.450 2.152
H35 -2.066 3.780 -2.668
H36 -2.313 -1.616 3.093
H37 1.416 2.223 -2.598
C26 0.318 -0.943 5.115
C27 2.683 -3.150 -3.167
H38 -2.953 4.461 0.650

* total charge: +1
* HOMO (spin up / spin down): -10.08 / -10.05 eV
* <S²>: 0.765
* 2S+1: 2
* orbital gap (spin up / spin down): 5.281 / 5.425 eV
* LUMO energy (spin up / spin down): -4.79 / -4.63 eV



(2)
The following is a quantum chemistry calculation of a molecular structure, C27H39As3Cl2CsI2N4O2S2, from the Open Molecules 2025 dataset.

Cartesian coordinates (Å):
C1 4.056 -4.575 -1.973
C2 2.940 -2.456 -2.484
N1 -0.561 -1.825 2.159
O1 -4.724 -3.496 1.265
As1 -0.759 0.942 -0.731
H1 -4.607 -0.975 -5.393
H2 1.197 -1.668 3.208
N2 -2.162 -3.412 2.948
H3 4.127 -5.441 -1.330
Cl1 3.811 -0.886 -4.534
C3 0.147 3.851 1.471
As2 1.266 5.272 2.256
C4 -4.064 -2.613 -1.059
H4 4.274 1.208 2.859
I1 0.083 -1.134 -4.051
H5 1.389 1.752 -1.846
H6 -1.503 1.841 1.494
C5 0.585 2.166 3.275
O2 -2.717 -4.404 0.139
Cl2 2.131 -3.842 -0.264
C6 -4.876 -1.916 -3.645
H7 0.479 6.607 4.258
H8 3.682 0.836 -1.028
C7 4.887 -4.411 -3.069
C8 0.238 -2.178 3.164
C9 3.668 0.302 2.818
N3 -2.561 -2.091 1.024
C10 1.951 2.138 1.183
H9 -0.044 2.100 -2.800
H10 -2.277 2.987 -0.745
H11 -3.803 -0.087 -3.298
I2 -1.889 -0.767 -6.442
S1 -3.532 -3.237 0.494
H12 1.355 2.768 3.769
H13 4.702 1.416 0.330
H14 5.438 -3.118 -4.702
C11 -1.758 -2.451 2.087
S2 1.743 -1.231 -2.063
C12 -4.840 -3.492 -1.814
H15 0.163 4.033 0.394
C13 -5.248 -3.141 -3.083
H16 -2.724 1.855 -2.049
H17 -0.569 6.651 1.123
C14 4.080 0.601 -0.043
C15 0.372 2.137 -1.792
H18 -5.851 -3.835 -3.658
C16 3.837 -2.311 -3.546
H19 -3.214 1.521 -0.378
C17 0.520 6.708 1.151
H20 -0.381 2.406 3.725
H21 0.795 1.117 3.501
H22 -0.427 0.473 1.671
C18 -2.426 1.938 -1.003
H23 -5.492 -2.356 -5.512
C19 -0.524 1.452 1.199
C20 -4.110 -1.038 -2.882
H24 -0.880 4.026 1.810
H25 0.826 7.672 1.558
H26 5.624 -5.166 -3.306
C21 4.786 -3.276 -3.854
H27 -1.680 -4.511 4.601
H28 -5.121 -4.457 -1.413
H29 0.364 3.165 -1.437
As3 2.585 0.265 1.171
H30 3.026 0.259 3.697
H31 0.360 4.872 4.596
H32 0.914 6.612 0.140
C22 -3.721 -1.385 -1.595
C23 0.555 2.397 1.760
H33 -3.137 -0.703 -0.995
H34 4.317 -0.573 2.815
C24 -1.337 -3.735 3.921
H35 2.699 2.738 1.708
H36 0.575 -3.411 4.898
N4 -5.298 -1.556 -4.928
Cs1 -0.711 -2.623 -0.749
C25 0.181 5.642 3.848
H37 1.985 2.440 0.136
H38 -0.880 5.664 3.598
C26 3.113 -3.602 -1.697
H39 4.678 -0.308 -0.127
C27 -0.093 -3.138 4.095

* total charge: -1
* HOMO: -5.45 eV
* ΔE to the lowest compared entry with this formula, charge and spin: 16.2 kcal per mole
* orbital gap: 7.011 eV
* LUMO energy: 1.56 eV



(3)
The following is a quantum chemistry calculation of a molecular structure, C27H39AuO9Si, from the Open Molecules 2025 dataset.

Cartesian coordinates (Å):
C1 2.234 -3.071 -2.382
H1 1.597 1.450 -1.331
O1 -0.877 -2.345 -0.742
H2 -3.196 4.968 0.860
H3 1.751 -1.642 4.969
O2 -0.118 2.826 0.348
C2 1.016 -4.653 2.379
C3 2.744 -3.703 1.024
H4 0.297 1.054 -4.143
H5 -2.930 0.483 -2.348
C4 1.937 -5.925 0.561
H6 1.214 5.019 -0.259
H7 -3.265 2.976 -2.752
C5 -2.951 1.708 1.980
H8 -0.392 -2.271 3.340
C6 1.430 -2.260 -1.451
H9 2.704 4.208 -0.792
C7 2.699 -1.197 2.437
C8 1.053 -5.814 1.624
O3 -2.647 2.633 -0.263
C9 1.918 -2.555 4.389
H10 -2.130 3.845 -3.800
H11 1.228 -3.318 4.752
H12 -0.921 1.531 -5.345
Si1 -1.169 1.902 -0.533
C10 2.783 -4.867 0.268
H13 -3.163 2.571 -4.484
H14 1.598 0.763 0.283
H15 1.937 -6.809 -0.065
H16 2.998 1.685 -0.279
H17 3.359 -2.869 0.720
H18 -3.139 0.727 1.544
C11 -0.466 1.795 -4.386
O4 1.648 -4.982 -3.754
C12 -0.057 -3.827 -2.467
O5 3.445 -2.983 -2.577
C13 0.069 -2.752 -1.483
H19 2.938 -2.899 4.580
C14 1.906 1.631 -0.300
C15 -4.795 2.791 0.686
C16 -1.514 1.838 -3.277
H20 2.580 -0.997 1.372
H21 3.733 -1.498 2.635
C17 -2.138 0.457 -3.100
H22 0.014 2.772 -4.479
H23 -1.804 4.208 1.651
H24 2.498 -0.274 2.988
C18 1.716 -2.276 2.894
H25 -1.894 1.743 2.251
H26 2.892 3.318 1.663
H27 0.362 -6.620 1.845
H28 1.334 4.077 2.065
H29 -2.567 0.120 -4.047
H30 -3.550 1.825 2.889
O6 1.849 -1.352 -0.705
H31 -5.072 1.820 0.273
H32 1.174 3.921 -1.652
H33 1.558 2.331 2.297
Au1 -0.355 -1.094 0.998
O7 -0.824 2.269 -2.109
C19 1.808 3.180 1.658
C20 -2.889 4.175 1.546
O8 -1.200 0.365 -0.222
H34 -5.036 3.561 -0.050
C21 0.290 -1.854 2.587
C22 1.623 4.095 -0.674
C23 -2.591 2.874 -3.602
H35 -1.396 -0.266 -2.762
H36 -5.381 2.972 1.592
C24 1.319 -4.082 -2.992
C25 -3.297 2.812 0.984
H37 -3.353 4.353 2.520
C26 1.299 2.916 0.243
H38 3.443 -4.916 -0.590
C27 1.857 -3.576 2.089
H39 0.297 -4.573 3.186
O9 -1.072 -4.449 -2.773

* total charge: -2
* HOMO: -0.81 eV
* ΔE to the lowest compared entry with this formula, charge and spin: 0.0 kcal per mole
* orbital gap: 5.194 eV
* LUMO energy: 4.39 eV